No. 1
Computed, not measured: a structure of composition C16H35BCaCl2N4O6, with ωB97M-V/def2-TZVPD.

The geometry in XYZ format:
```
65
Properties=species:S:1:pos:R:3:mulliken_charge:R:1
C 1.728 0.137 2.161 1.003
H -2.179 4.365 1.048 0.354
O -1.166 -0.520 3.088 -0.537
H -1.435 -1.357 -0.919 1.281
H 0.501 -4.291 -1.963 0.623
Cl 1.822 0.686 3.900 -0.156
C -0.569 0.560 -0.459 1.661
H 0.788 2.418 -2.066 0.431
C 0.147 -3.051 -0.289 -0.161
H 2.617 0.759 -1.952 0.179
N 0.738 0.995 0.049 0.515
Cl 1.791 2.828 1.666 -0.362
C -0.449 0.559 -2.041 -1.565
H -3.603 -1.271 -0.228 0.337
O 0.186 1.881 -3.944 -0.595
C 0.868 1.175 1.436 -0.635
O 2.666 -3.715 0.117 -0.709
H -0.780 -3.557 -0.021 -0.043
H -0.192 -2.947 2.888 0.275
O 1.065 -4.699 1.454 -0.571
H 1.688 -1.673 -1.776 -0.146
N -1.943 -0.934 1.029 0.402
C -1.255 -2.798 2.721 -1.199
H -3.878 -1.685 1.456 0.379
B 1.347 -3.846 0.446 1.287
H -3.002 4.044 -1.471 0.438
C -1.290 3.839 0.697 -0.781
N 1.509 -2.503 -2.327 -0.405
H -1.716 -2.909 3.696 0.455
C -1.682 2.936 -0.515 0.088
Ca 0.420 5.556 2.618 1.715
H -1.082 3.155 -1.397 0.678
C -1.429 -1.358 2.304 0.667
H -2.024 1.429 0.943 0.748
H -0.250 -0.439 -2.420 1.029
H 3.291 0.359 0.616 0.217
H 3.495 -1.002 1.717 0.412
H 1.279 -2.220 -3.269 0.412
H -0.732 5.607 -0.238 0.345
H -1.614 -3.529 2.009 0.309
C -0.941 -0.917 -0.051 -2.806
H -0.587 -2.975 -2.322 0.396
H -0.060 1.287 1.986 0.284
C 0.349 -3.221 -1.801 -1.149
H -1.396 0.928 -2.421 0.213
O -3.027 3.305 -0.848 -0.595
H 1.258 -0.833 2.216 -0.641
H -2.617 1.046 -0.643 0.541
H -0.219 2.749 -3.838 0.365
C -3.143 -1.701 0.658 -1.075
N -0.273 4.872 0.301 -0.445
H 2.553 1.524 -3.511 0.468
H 2.864 -2.841 -0.240 0.317
O 0.226 -1.683 0.180 0.839
H -0.974 3.191 1.521 0.601
C 3.181 0.035 1.651 -1.181
H -2.918 -2.740 0.398 0.397
C 0.641 1.492 -2.626 0.113
H 1.907 -5.037 1.800 0.311
H 1.483 0.379 -0.256 -0.034
H 0.073 5.305 1.134 -0.006
H 1.888 -0.071 -3.399 0.322
C -1.764 1.455 -0.114 -2.630
C 2.008 0.856 -2.849 -1.437
H 3.813 0.613 2.309 0.457
```

Computed properties:
* net charge: +2
* HOMO level: -13.60 eV
* largest force on an atom: 0.099 Eh/bohr
* energy: -2923.34393 Eh



No. 2
Computed, not measured: a structure of composition C16H36AlF12N8O10P2S4, with ωB97M-V/def2-TZVPD.

The geometry in XYZ format:
```
89
Properties=species:S:1:pos:R:3:mulliken_charge:R:1
H 4.171 2.984 -1.408 0.380
H 0.141 3.632 1.372 0.268
H 5.174 0.361 2.958 0.307
C -4.406 -1.921 -2.332 -0.966
H -5.311 1.397 -1.136 0.341
O 1.755 -3.039 -0.430 -0.247
C 0.557 3.775 2.372 -0.972
H -1.429 -0.601 -5.649 0.478
H -2.460 2.930 -3.774 0.325
O 6.134 -3.168 0.095 -0.702
H -0.967 -0.885 -3.979 0.148
O -2.149 0.010 -1.717 -0.470
C -1.817 -0.735 -4.642 -1.001
F -1.844 1.711 0.889 -0.089
H -6.627 -0.143 -2.662 0.373
P -3.162 0.444 -2.700 0.059
O -3.054 -3.451 1.188 -0.606
C 1.618 -5.645 -0.911 0.456
C 4.202 0.202 2.470 -1.436
N -1.732 -1.225 1.185 0.013
N 1.994 3.482 2.386 0.251
C 2.571 1.092 4.137 -0.941
H 2.372 2.082 4.540 0.305
O -3.594 -1.041 2.862 -0.576
H -4.107 1.723 -4.990 0.495
F 4.676 -5.981 1.581 -0.207
S -1.780 -2.852 1.387 0.880
H -4.265 2.782 -0.631 0.302
F 0.347 -5.309 -1.064 -0.151
H -3.441 3.991 -2.814 0.408
H 3.174 0.498 4.815 0.448
H 0.041 3.103 3.056 0.264
C -2.866 3.062 -2.774 -0.937
H 2.677 3.643 -0.903 0.305
H -6.005 -0.847 -4.119 0.360
O 2.298 -4.600 1.337 -0.656
N -4.541 -0.498 -2.643 0.457
N 3.638 2.506 0.574 0.296
N -3.777 1.959 -2.478 0.151
O -4.066 -0.296 0.608 -0.544
F -1.540 1.141 2.972 -0.227
F -0.815 -1.988 3.742 -0.201
H 0.367 4.818 2.613 0.422
F -3.431 1.973 2.332 -0.223
F 2.116 -5.809 -2.145 -0.228
H -2.605 1.806 -5.855 0.371
C -1.286 -3.104 3.197 0.623
H 3.328 5.055 1.993 0.234
H 1.612 0.588 3.969 0.280
H 5.286 2.325 1.892 0.317
C 2.929 4.512 2.854 -0.926
Al 0.331 -0.687 -0.536 1.372
O 4.197 -2.438 1.394 -0.399
H 2.339 5.230 3.417 0.444
C 5.283 -4.861 1.919 0.681
F 6.578 -5.040 2.035 -0.211
H -3.606 0.398 -6.128 0.369
F 4.811 -4.468 3.107 -0.238
C -2.431 1.192 1.977 0.618
F -0.335 -4.019 3.207 -0.195
N -2.575 0.463 -4.258 0.206
H 5.709 2.565 0.138 0.373
O -0.696 -3.389 0.637 -0.475
H 2.734 1.902 -1.238 0.162
C 5.016 2.783 0.952 -1.031
F -2.330 -3.538 3.874 -0.208
H -5.634 0.825 -3.840 0.355
O 1.353 1.321 1.067 -0.117
H 3.691 4.050 3.476 0.323
C -4.762 2.270 -1.456 -0.952
C 3.294 2.736 -0.816 -0.910
H 4.365 0.223 1.398 0.385
H -2.105 3.235 -2.006 0.148
H -5.391 -2.297 -2.061 0.387
H -3.781 -1.987 -1.440 0.226
P 2.469 2.088 1.656 -0.319
H 3.932 -0.804 2.804 0.659
C -3.295 1.107 -5.361 -1.222
C -5.760 -0.122 -3.329 -0.996
H 5.135 3.877 1.010 0.438
H -2.473 -1.612 -4.616 0.307
N 3.255 1.244 2.845 0.338
S -3.089 -0.505 1.636 0.564
F 1.791 -6.748 -0.232 -0.184
S 2.477 -4.231 -0.039 1.044
H -5.491 2.994 -1.843 0.306
H -3.970 -2.497 -3.154 0.269
S 4.880 -3.474 0.698 1.028
N 3.981 -4.234 -0.518 -0.557
```

Computed properties:
* net charge: +1
* HOMO level: -11.31 eV
* largest force on an atom: 0.051 Eh/bohr
* energy: -5537.57906 Eh



No. 3
Computed, not measured: a cluster of 9 separate species, C16H36BF4N4O4 in total, with ωB97M-V/def2-TZVPD.

The geometry in XYZ format:
```
65
Properties=species:S:1:pos:R:3:mulliken_charge:R:1
H -3.078 2.495 0.045 0.500
C 3.167 -1.981 -2.412 0.414
N 0.185 -3.313 -5.550 -0.528
H 3.958 1.590 0.038 -0.317
C 3.645 -0.498 -2.166 -0.076
H 3.079 -0.007 -1.580 -0.489
H 3.637 1.054 2.373 0.293
H 2.104 1.705 1.618 -0.481
B 0.436 0.282 -0.028 0.032
H -2.121 -0.709 -4.655 0.205
H 4.176 0.088 -3.074 0.383
H 2.749 -0.790 5.153 0.385
O 2.218 -1.587 2.480 -0.605
H -0.245 -3.440 -2.329 0.530
F 1.638 -0.303 0.306 -0.301
H -1.545 -2.643 -3.141 0.519
H -1.511 -1.847 0.743 0.166
F 0.532 0.982 -1.153 -0.171
O 5.066 3.034 1.191 -0.587
H -3.994 -3.570 -1.334 0.424
C 3.764 2.598 0.801 0.159
H -2.114 0.973 -5.568 0.250
H -0.140 -1.845 -2.897 -0.120
F -0.123 1.014 0.940 -0.276
N -6.005 1.400 -0.121 -0.450
C -0.216 -3.005 -4.504 0.026
H -2.569 1.293 -2.941 0.259
H 1.504 0.059 3.383 -0.185
H -2.663 1.024 0.043 -0.010
C 1.405 -1.081 3.534 0.416
H -1.752 0.169 -2.552 -0.393
H -2.007 -3.636 -0.425 0.215
C -0.585 -2.756 -3.067 -0.456
C -0.663 3.454 3.278 -0.343
H 2.886 2.761 2.708 0.164
F -0.626 -0.634 -0.541 -0.195
H 0.035 1.211 -2.527 0.562
N 0.993 3.931 5.350 -0.473
H -1.433 2.729 3.521 0.214
H -4.786 -2.482 -0.487 0.667
H 3.387 3.435 0.203 0.445
O -2.259 -2.177 1.045 -0.448
H 0.456 -1.512 3.506 0.330
H -3.758 -1.787 -1.325 0.100
C 0.215 3.677 4.463 0.175
C -4.880 1.453 0.103 0.237
H -3.137 -3.943 1.169 0.195
C -1.755 0.726 -3.357 0.518
H -0.912 4.355 2.975 0.464
H 4.626 -0.359 -1.648 0.311
H -0.020 3.018 2.504 -0.019
H 1.925 -0.998 1.703 0.294
H 1.298 -1.351 5.574 0.314
H -3.290 1.739 1.542 0.197
H 2.453 -2.608 4.828 0.277
C 3.113 1.956 1.919 -0.018
C -3.433 1.680 0.430 -0.469
C -2.772 -3.206 0.186 -0.089
C 2.112 -1.516 4.787 -1.271
C -2.461 0.249 -4.650 -1.031
N 2.789 -3.114 -2.657 -0.504
C -3.957 -2.759 -0.777 -1.325
H -3.506 0.180 -4.489 0.347
H 5.193 4.080 0.998 0.338
O -0.424 1.074 -3.511 -0.694
```

Computed properties:
* net charge: -1
* HOMO level: -6.66 eV
* largest force on an atom: 0.189 Eh/bohr
* energy: -1575.46105 Eh
* energy above the lowest of the compared OMol25 structures with the same formula, charge and spin: 89.0 kcal per mole



No. 4
Computed, not measured: a structure of composition C16H36Br2InO, with ωB97M-V/def2-TZVPD.

The geometry in XYZ format:
```
56
Properties=species:S:1:pos:R:3:mulliken_charge:R:1
C -0.773 -2.330 1.282 -0.706
H -0.615 -6.644 -2.507 0.287
C -0.700 0.837 -3.249 -0.666
C -2.124 0.355 -3.404 -0.606
C -1.468 1.137 2.670 -1.060
O 2.407 6.071 -0.480 -0.296
H -0.862 5.531 1.143 0.320
H -0.862 -2.739 -1.430 -1.046
H 1.618 5.309 2.851 0.342
H 0.451 -1.223 4.118 -0.379
H -1.297 -3.075 2.027 0.228
H -0.591 3.931 3.201 0.242
H 4.088 7.419 -0.303 0.246
H -2.706 -6.694 -1.035 0.343
C 1.353 5.637 1.755 -0.661
C -0.991 -6.840 0.462 -0.858
H 1.628 0.073 1.809 -0.404
H 0.895 -4.559 -2.829 0.271
C -0.151 3.507 2.178 -0.494
H -2.378 0.240 -4.462 0.346
H -2.584 0.738 2.594 0.251
H -0.912 -6.200 1.457 0.214
C -1.236 2.388 1.632 0.579
H -1.648 -7.789 0.760 0.281
Br -2.357 -1.419 -2.630 -0.088
H -1.569 -1.985 0.489 0.113
H 4.523 5.635 -0.800 0.282
H -1.710 -5.087 -2.771 0.208
H 0.918 3.046 2.391 0.167
H 1.503 -2.772 0.779 0.316
C 0.157 -3.243 -1.119 0.851
C 0.420 -3.190 0.530 -0.369
C 2.655 5.354 0.785 -0.407
In 0.066 -0.539 2.465 0.603
H -2.283 2.952 1.552 0.259
H 1.240 -5.314 -1.132 0.220
H 0.379 -4.317 0.906 0.037
H 0.040 -7.247 0.082 0.231
C 0.045 4.791 1.162 -0.340
H 0.045 0.072 -3.482 0.343
H -2.858 1.011 -2.928 0.355
C -0.956 -5.612 -2.018 -0.510
C -1.813 -5.988 -0.672 -0.313
H -0.995 2.018 0.538 -0.762
H 3.724 6.745 -2.114 0.210
H -1.334 1.565 3.763 0.260
H 3.644 5.668 1.339 0.371
H 1.012 -2.546 -1.575 0.269
H 2.644 4.190 0.547 0.236
H -2.339 -5.061 -0.152 0.179
C 0.404 -4.736 -1.755 -0.634
H -0.520 1.716 -3.876 0.367
Br -0.352 1.436 -1.426 0.011
C 3.744 6.495 -0.949 -0.650
H 1.102 6.791 1.780 0.296
H 0.280 4.490 0.052 0.115
```

Computed properties:
* net charge: -1
* HOMO level: -4.21 eV
* largest force on an atom: 0.060 Eh/bohr
* energy: -6044.31679 Eh